DFT (the ωB97M-V functional and the def2-TZVPD basis) results for the molecule CH5N5.

The energy above the lowest of the compared OMol25 structures with the same formula, charge and spin is 325.5 kJ/mol. Its LUMO energy (alpha / beta) is 0.76 / -2.50 eV. As for the frontier orbital gap (alpha / beta): 6.61 / 5.85 eV. The HOMO energy (alpha / beta) comes out at -5.86 / -8.35 eV. As for the multiplicity: 3.

The geometry in XYZ format:
```
11
Properties=species:S:1:pos:R:3:forces:R:3
N -0.5610 -0.4070 0.9877 -0.4 1.3 -3.8
N 0.8377 0.6355 -0.5407 -0.1 3.0 -3.8
N 0.8514 -0.1256 0.4731 -2.9 -0.7 2.9
N 1.8319 -0.8219 0.8948 2.9 0.1 -1.9
N -1.4835 -0.3992 -0.1908 2.7 0.7 4.3
C -1.1852 0.6219 -0.9813 -0.8 0.1 -2.0
H -1.9222 0.2991 -1.8221 2.1 1.1 0.0
H -0.9613 1.7367 -0.9152 -0.9 -1.6 0.8
H -0.5998 -1.3095 1.4291 0.2 -0.6 0.1
H 1.6326 1.3014 -0.8123 -1.7 -1.6 1.0
H 1.5595 -1.5314 1.4777 -1.0 -1.8 2.3
```
Forces are in eV/Å.



DFT (the ωB97M-V functional and the def2-TZVPD basis) results for the ion CH5N6 with charge +1.

The energy above the lowest of the compared OMol25 structures with the same formula, charge and spin is 285.7 kJ/mol. Its LUMO energy is -5.35 eV. As for the frontier orbital gap: 8.25 eV. The HOMO energy comes out at -13.60 eV. Its net charge is +1.

The geometry in XYZ format:
```
12
Properties=species:S:1:pos:R:3:forces:R:3
N -0.3345 -0.6266 1.7686 -2.0 0.8 -3.5
N 1.7107 0.3843 1.3240 -1.3 -1.0 1.7
N 1.2733 0.3483 -1.0461 -1.5 0.2 0.3
N 1.2506 0.2451 -2.3442 3.3 1.1 2.8
N 2.1883 1.0723 -0.6195 1.7 0.4 -2.7
N 2.5222 0.9939 0.6613 1.6 2.2 0.7
C 0.9608 -0.5705 1.1363 0.7 -1.7 -0.3
H -0.2165 -1.2495 2.5402 -0.3 0.0 1.7
H 0.4453 -0.0617 -2.7026 -3.4 -1.5 -2.0
H 2.0501 0.6155 -2.8167 0.2 0.2 -0.8
H -0.8264 -1.2861 1.0527 0.2 1.7 1.5
H -0.8273 0.3569 1.8413 0.7 -2.5 0.6
```
Forces are in eV/Å.



DFT (the ωB97M-V functional and the def2-TZVPD basis) results for a cluster of 2 separate species, CH5NO in total.

The energy above the lowest of the compared OMol25 structures with the same formula, charge and spin is 162.2 kJ/mol. Its LUMO energy (alpha / beta) is 5.28 / 5.24 eV. As for the frontier orbital gap (alpha / beta): 5.90 / 7.34 eV. The HOMO energy (alpha / beta) comes out at -0.62 / -2.11 eV. Its net charge is -1. As for the multiplicity: 2.

The geometry in XYZ format:
```
8
Properties=species:S:1:pos:R:3:forces:R:3
O 2.2005 -0.0973 1.0867 0.1 0.1 -0.3
N -0.2796 0.4840 -0.0008 -0.5 -3.0 -0.7
C -1.3707 -0.0630 -0.7042 -2.1 1.5 -0.1
H 1.6485 -0.0139 0.2738 0.2 0.1 0.4
H -0.0031 -0.5507 -0.1750 1.7 1.5 0.7
H -2.4214 0.1469 -0.3713 0.4 0.2 -0.2
H 1.5720 0.3100 1.6929 -0.1 0.0 0.0
H -1.3463 -0.2161 -1.8020 0.2 -0.3 0.2
```
Forces are in eV/Å.



DFT (the ωB97M-V functional and the def2-TZVPD basis) results for a cluster of 2 separate species, CH5NO in total.

The energy above the lowest of the compared OMol25 structures with the same formula, charge and spin is 93.7 kJ/mol. Its LUMO energy is 0.37 eV. As for the frontier orbital gap: 9.80 eV. The HOMO energy comes out at -9.43 eV. As for the SMILES: C=O.N.

The geometry in XYZ format:
```
8
Properties=species:S:1:pos:R:3:forces:R:3
O 0.8725 -0.0980 -0.3593 2.7 -1.0 0.3
N -2.0385 0.6310 0.4199 3.8 1.9 2.7
C 1.9534 -0.6749 -0.2069 -2.3 0.8 0.2
H -2.5645 0.1375 -0.1815 -3.2 -1.0 -2.7
H 2.8198 -0.2143 0.3420 -0.6 -0.2 -0.5
H 2.0381 -1.7266 -0.5420 0.3 0.3 0.0
H -1.9639 1.6640 0.3743 -0.8 -1.3 -0.6
H -1.1169 0.2813 0.1534 0.1 0.4 0.6
```
Forces are in eV/Å.



DFT (the ωB97M-V functional and the def2-TZVPD basis) results for a structure of composition CH5NO.

The energy above the lowest of the compared OMol25 structures with the same formula, charge and spin is 553.0 kJ/mol. Its LUMO energy is 0.84 eV. As for the frontier orbital gap: 10.41 eV. The HOMO energy comes out at -9.57 eV.

The geometry in XYZ format:
```
8
Properties=species:S:1:pos:R:3:forces:R:3
O -0.4661 0.2619 -0.1030 -0.5 -1.6 -2.7
N 0.4875 0.7067 0.7684 -6.9 -10.0 7.9
C -0.0410 -1.0045 -0.7580 2.0 1.3 3.2
H 0.7096 1.5118 0.6262 3.6 12.1 -3.8
H 0.4273 -1.7158 0.2099 -1.4 1.8 -3.0
H -0.4492 1.1399 1.6072 4.0 -1.8 -1.9
H 0.9854 -0.5752 -1.3997 -3.4 -2.2 0.9
H -1.1106 -1.3759 -1.0507 2.7 0.3 -0.6
```
Forces are in eV/Å.



DFT (the ωB97M-V functional and the def2-TZVPD basis) results for a cluster of 2 separate species, CH5NO in total.

The energy above the lowest of the compared OMol25 structures with the same formula, charge and spin is 449.3 kJ/mol. Its LUMO energy (alpha / beta) is 0.63 / 0.89 eV. As for the frontier orbital gap (alpha / beta): 8.42 / 9.43 eV. The HOMO energy (alpha / beta) comes out at -7.79 / -8.54 eV.

The geometry in XYZ format:
```
8
Properties=species:S:1:pos:R:3:forces:R:3
O 0.7221 -0.3605 -0.6829 -0.9 0.3 -0.9
N 1.5562 0.1864 0.1186 1.4 0.8 2.0
C -1.3828 -0.2295 -0.1185 1.0 2.9 -1.6
H -1.3137 0.8696 -0.3813 -0.1 -1.4 1.2
H -1.8406 -0.7077 -0.9453 -0.3 -1.1 -0.2
H -1.2293 -0.6386 0.8433 -0.1 -0.2 0.6
H 1.8282 1.2320 0.1712 -1.2 -2.1 -0.6
H 1.6600 -0.3518 0.9949 0.2 0.8 -0.5
```
Forces are in eV/Å.



DFT (the ωB97M-V functional and the def2-TZVPD basis) results for a cluster of 2 separate species, CH5NO in total.

The energy above the lowest of the compared OMol25 structures with the same formula, charge and spin is 100.0 kJ/mol. Its LUMO energy is 0.22 eV. As for the frontier orbital gap: 10.03 eV. The HOMO energy comes out at -9.81 eV. As for the SMILES: C=O.N.

The geometry in XYZ format:
```
8
Properties=species:S:1:pos:R:3:forces:R:3
O -0.4049 -0.2708 -1.0174 2.4 0.8 -2.5
N -0.3121 0.3660 1.8887 1.0 -1.0 0.0
C 0.5279 -0.1227 -1.8119 -0.6 -2.3 0.1
H -0.5089 0.0624 0.9598 0.0 0.5 -1.1
H 1.6085 0.0045 -1.6022 -0.4 0.8 1.2
H -1.0727 0.9327 2.1688 -0.9 0.5 0.5
H 0.5617 -0.4339 -2.9182 -1.4 0.6 0.9
H -0.3995 -0.5382 2.3323 0.0 0.1 0.9
```
Forces are in eV/Å.



DFT (the ωB97M-V functional and the def2-TZVPD basis) results for a cluster of 2 separate species, CH5NO2 in total.

The energy above the lowest of the compared OMol25 structures with the same formula, charge and spin is 349.9 kJ/mol. Its LUMO energy is 0.49 eV. As for the frontier orbital gap: 9.28 eV. The HOMO energy comes out at -8.79 eV. As for the SMILES: C=[NH+][O-].O.

The geometry in XYZ format:
```
9
Properties=species:S:1:pos:R:3:forces:R:3
O 1.8200 1.0350 -0.1617 2.2 2.7 2.2
O -2.2487 1.0990 -0.2490 -1.3 1.5 -0.8
N -1.6098 0.0716 -0.0851 0.3 -2.1 2.7
C -1.9192 -0.9874 0.6286 -1.9 -1.2 -0.7
H -0.6293 0.0995 -0.2730 1.4 0.3 -0.8
H 2.5090 1.6740 0.3185 -2.8 -1.6 -1.0
H 2.4865 0.6397 -0.6968 0.4 -1.1 -1.2
H -3.0018 -1.2133 0.8892 1.6 0.9 -0.2
H -1.2521 -1.8570 0.6324 0.1 0.8 0.0
```
Forces are in eV/Å.



DFT (the ωB97M-V functional and the def2-TZVPD basis) results for the molecule CH5NO2Si.

The energy above the lowest of the compared OMol25 structures with the same formula, charge and spin is 45.0 kJ/mol. Its LUMO energy is -0.52 eV. As for the frontier orbital gap: 9.32 eV. The HOMO energy comes out at -9.85 eV.

The geometry in XYZ format:
```
10
Properties=species:S:1:pos:R:3:forces:R:3
Si 1.2787 0.0197 0.5680 1.5 -0.1 -4.0
O 1.0607 0.2971 2.0393 0.0 0.1 1.5
O -1.2388 0.2024 1.0256 -3.1 0.3 -3.3
N -0.4799 0.2245 -0.1233 -0.9 -1.8 1.1
C -1.0105 -0.1154 -1.2389 -1.2 1.8 5.0
H -2.0472 -0.1850 -1.3043 -1.6 -0.3 -0.2
H -0.6143 0.2548 1.7330 2.2 0.4 1.8
H -0.3672 -0.3149 -1.9505 3.0 -0.6 -3.8
H 1.5627 -1.2540 -0.1923 -0.1 -0.2 1.0
H 1.8558 0.8709 -0.5566 0.2 0.3 1.0
```
Forces are in eV/Å.



DFT (the ωB97M-V functional and the def2-TZVPD basis) results for the molecule CH5NO2Si.

The energy above the lowest of the compared OMol25 structures with the same formula, charge and spin is 197.0 kJ/mol. Its LUMO energy is 0.68 eV. As for the frontier orbital gap: 9.99 eV. The HOMO energy comes out at -9.31 eV. As for the SMILES: C=[N+]([O-])O[SiH3].

The geometry in XYZ format:
```
10
Properties=species:S:1:pos:R:3:forces:R:3
Si -0.0946 -1.4712 -0.5966 -1.2 1.1 -0.4
O 0.5480 0.0584 -0.2088 -0.3 0.7 0.7
O -1.2389 0.3675 1.0972 -1.0 -0.6 0.2
N -0.3004 0.9075 0.5422 2.6 0.6 -0.4
C 0.1241 2.1351 0.6642 3.0 -0.5 -1.9
H 1.1174 -1.8312 -1.3038 0.2 -0.6 -0.3
H -0.2381 2.6025 1.4981 -1.4 1.4 1.6
H -0.4292 -2.4678 0.5143 0.1 0.8 -0.8
H 1.1233 2.5676 0.2234 -2.4 -1.6 0.5
H -1.1843 -0.9265 -1.5696 0.5 -1.2 0.8
```
Forces are in eV/Å.